101
Properties=species:S:1:pos:R:3:forces:R:3:lowdin_spin:R:1 method="wB97M-V/def2-TZVPD" s_squared=1.2220 max_force_ev_per_a=0.90 gap_ev="5.7423 / 6.8856" spin_multiplicity=2 total_charge=+2 energy_ev=-122309.5138
Tc 1.326584 -0.548133 -0.101655 -0.30 0.07 -0.84 1.529
S 0.560084 -1.836656 -3.095884 0.09 -0.06 0.02 -0.288
C 0.182519 -1.054551 -1.757135 0.35 0.06 0.41 -0.062
C 1.356480 3.620990 -4.461768 0.01 -0.03 0.04 0.000
N 0.769323 3.022317 -3.229491 0.01 -0.01 -0.01 0.002
C 0.494103 4.081000 -2.209076 -0.02 0.01 -0.10 0.000
C 1.568714 1.816890 -2.720093 -0.10 -0.05 -0.03 0.001
C 2.208124 2.093134 -1.390896 0.09 -0.03 0.01 0.021
C 3.149155 3.119194 -1.304943 0.08 -0.07 0.02 -0.004
C 3.582102 3.605716 -0.082519 -0.04 -0.06 -0.01 0.024
C 3.048068 3.079294 1.085191 -0.03 -0.03 -0.01 -0.003
C 2.176629 2.003185 1.009861 0.06 0.00 0.08 0.024
C 1.800413 1.447670 -0.212879 -0.16 -0.22 0.07 -0.024
H 0.703097 4.420380 -4.800998 0.00 0.01 -0.03 0.000
H 1.434030 2.851975 -5.226321 0.00 0.01 0.00 0.000
H 2.339758 4.018725 -4.222605 0.00 0.01 -0.02 0.000
H -0.154287 2.653665 -3.490060 0.01 0.02 0.01 0.000
H 1.402912 4.648103 -2.028172 -0.13 -0.01 0.00 0.000
H 0.150702 3.616366 -1.288100 -0.04 0.02 0.02 0.000
H -0.275787 4.726313 -2.617273 -0.07 0.05 -0.03 0.000
H 2.290001 1.573827 -3.499224 0.01 0.01 0.02 0.000
H 0.844155 1.006911 -2.653374 0.17 0.13 -0.06 -0.002
H 3.529560 3.568897 -2.214972 0.03 0.00 -0.02 -0.001
H 4.306267 4.405950 -0.043006 0.04 0.04 0.00 0.001
H 3.327798 3.483205 2.048230 0.01 0.02 0.02 -0.001
H 1.799193 1.575622 1.928675 -0.01 -0.02 0.02 0.004
C -1.227836 -2.961560 2.984048 0.03 -0.05 -0.07 0.000
C 0.006848 -2.133897 3.353873 0.03 0.02 0.01 -0.003
C -0.478290 -0.714391 3.680141 0.04 0.01 0.00 -0.001
C 0.591819 -2.798308 4.615285 0.04 0.02 -0.03 -0.002
Si 1.325070 -2.093325 1.968280 -0.17 -0.18 0.17 -0.047
C 1.348423 -3.618806 0.773962 -0.05 0.01 0.04 -0.018
C 0.022515 -3.933731 0.060788 0.04 0.08 -0.05 -0.001
C 1.679928 -4.865532 1.621375 -0.01 0.01 -0.04 -0.007
C 2.434583 -3.451948 -0.301731 0.02 0.07 0.11 0.019
C 3.089430 -1.503411 2.527674 0.00 0.07 -0.05 -0.003
C 3.937279 -2.639337 3.127795 -0.06 -0.03 -0.02 -0.002
C 2.996042 -0.410056 3.606205 -0.07 0.02 -0.04 0.000
C 3.912916 -0.938770 1.346982 -0.06 -0.07 -0.14 0.001
H -1.984412 -2.813301 3.757337 -0.01 -0.01 0.03 0.000
H -1.012523 -4.027917 2.944928 0.02 -0.05 -0.03 0.000
H -1.666884 -2.666450 2.039172 -0.10 0.09 -0.12 0.000
H -1.191293 -0.762869 4.506004 -0.01 -0.01 0.04 0.000
H -0.998817 -0.268233 2.832377 -0.03 0.04 -0.07 0.000
H 0.322752 -0.044068 3.985483 0.06 0.04 0.02 0.000
H -0.212153 -2.900495 5.347061 -0.04 0.00 0.03 0.000
H 1.379505 -2.225137 5.090331 0.11 0.08 0.03 0.000
H 0.970095 -3.801189 4.415820 0.02 -0.05 -0.02 0.000
H -0.767162 -4.204356 0.750536 -0.07 -0.02 0.11 0.000
H 0.187118 -4.797541 -0.589013 0.01 0.00 -0.01 0.000
H -0.345013 -3.126860 -0.569699 -0.03 0.00 0.03 -0.001
H 0.890048 -5.087049 2.337315 -0.04 0.00 0.03 0.000
H 2.618531 -4.800210 2.161294 0.11 0.05 0.05 0.000
H 1.751185 -5.723070 0.946050 0.01 -0.02 -0.01 -0.002
H 2.308639 -2.552051 -0.933287 0.05 -0.03 -0.01 0.010
H 2.385585 -4.287746 -1.003942 -0.01 0.00 -0.05 0.002
H 3.438484 -3.429221 0.112211 0.07 0.01 0.05 0.000
H 3.461912 -3.106090 3.988711 -0.05 -0.03 0.03 0.000
H 4.886485 -2.218131 3.469066 0.03 0.03 0.03 -0.001
H 4.178477 -3.410297 2.400170 -0.01 -0.07 -0.05 0.000
H 2.634182 -0.797438 4.551504 -0.05 -0.07 0.09 0.000
H 2.354158 0.423448 3.336337 -0.01 0.04 -0.03 0.000
H 3.995781 -0.010036 3.788214 0.03 0.01 0.00 0.000
H 4.395435 -1.719146 0.766232 0.01 -0.05 -0.04 0.000
H 4.696484 -0.278200 1.726754 0.03 -0.01 0.00 0.000
H 3.387608 -0.288870 0.622191 0.01 0.09 0.07 0.003
C -0.465944 -0.303746 -0.857636 0.08 0.01 0.27 -0.154
Ge -2.241595 0.585688 -1.045231 0.12 0.00 0.08 -0.009
C -2.152160 1.395875 -2.818865 0.00 0.06 -0.06 -0.005
C -2.358719 2.763478 -3.007045 -0.14 0.00 0.01 -0.001
C -2.343494 3.317020 -4.284302 -0.02 0.04 -0.01 0.000
C -2.101333 2.509698 -5.387871 -0.02 0.02 -0.02 -0.001
C -1.905371 1.144691 -5.216897 0.02 -0.02 0.01 0.000
C -1.948428 0.591423 -3.944408 0.08 0.00 0.02 -0.001
C -2.428088 1.937411 0.319030 -0.02 0.03 0.00 0.000
C -3.563022 2.751123 0.322866 -0.03 -0.06 0.02 0.000
C -3.723487 3.731884 1.289060 0.00 0.01 0.00 0.000
C -2.749919 3.914707 2.261876 0.01 0.00 0.00 0.000
C -1.618129 3.113485 2.268916 -0.03 0.02 -0.01 0.000
C -1.461819 2.131359 1.301070 0.13 -0.03 -0.02 0.003
C -3.511023 -0.858853 -1.094757 -0.07 0.00 -0.02 -0.003
C -3.356278 -1.948658 -0.246035 -0.04 -0.03 0.01 -0.002
C -4.274590 -2.985823 -0.248216 -0.01 0.01 -0.02 0.000
C -5.364040 -2.933737 -1.106346 0.00 -0.02 0.00 0.000
C -5.530116 -1.850809 -1.957041 0.00 0.03 -0.02 0.000
C -4.605429 -0.815809 -1.955966 0.00 -0.01 -0.02 0.000
H -2.565829 3.398428 -2.154171 0.03 0.05 0.04 0.000
H -2.544550 4.371807 -4.421452 0.00 0.03 0.01 0.000
H -2.099923 2.936400 -6.381620 0.01 0.02 -0.03 0.000
H -1.747981 0.508688 -6.077152 0.01 -0.02 -0.02 0.000
H -1.824998 -0.478239 -3.830983 -0.04 -0.01 -0.01 -0.001
H -4.341423 2.611899 -0.418767 -0.03 -0.01 -0.02 0.000
H -4.611644 4.348453 1.289800 -0.02 0.02 -0.01 0.000
H -2.877706 4.677279 3.017105 -0.01 0.02 0.03 0.000
H -0.864341 3.251334 3.032143 0.04 0.00 0.03 0.000
H -0.573657 1.507578 1.314451 -0.05 0.01 0.00 0.004
H -2.510403 -1.977680 0.424635 0.09 -0.05 0.08 -0.001
H -4.147083 -3.829415 0.416263 0.01 -0.03 0.02 0.000
H -6.085401 -3.738833 -1.112944 -0.02 -0.02 0.00 0.000
H -6.380907 -1.812629 -2.623275 -0.01 0.00 -0.01 0.000
H -4.743801 0.020127 -2.631581 0.00 0.02 -0.02 0.000